15
Properties=species:S:1:pos:R:3:nbo_charge:R:1 method="wB97M-V/def2-TZVPD" lumo_energy_ev=-4.47 largest_force_ev_per_a=4.1 gap_ev=8.26 total_charge=+1 total_energy_ev=-16357.4965
C 0.62 1.38 0.55 0.66
C 0.53 0.52 -1.60 -0.44
C 0.56 -1.18 1.61 -0.25
N 0.46 0.36 -0.19 -0.07
N 1.25 2.18 1.14 -0.47
O 0.19 -0.85 0.31 -0.29
I -3.67 -1.08 -1.59 -0.12
H 0.98 1.49 -1.91 0.26
H 1.30 -0.36 -1.99 0.27
H -0.48 0.39 -1.96 0.25
H 1.44 -1.77 1.70 0.21
H -0.24 -1.75 1.98 0.23
H 0.79 -0.18 2.06 0.17
H 1.02 3.03 1.63 0.46
H -4.74 -2.19 -1.76 0.12

15
Properties=species:S:1:pos:R:3:nbo_charge:R:1 method="wB97M-V/def2-TZVPD" lumo_energy_ev="-10.68 / -10.68" largest_force_ev_per_a=4.5 gap_ev="7.12 / 7.12" total_charge=+2 total_energy_ev=-15788.8716
C -0.37 -0.23 -1.86 0.46
C 0.82 0.22 0.22 0.18
C -0.44 0.25 2.88 -0.48
N -0.22 -0.26 -3.19 -0.67
N 0.69 0.16 -1.11 -0.64
N -0.62 -0.22 1.58 -0.42
I 2.39 1.00 1.09 0.68
H -1.24 -0.61 -1.30 0.29
H -0.88 1.29 2.82 0.24
H 0.54 0.16 3.21 0.23
H -1.03 -0.42 3.50 0.29
H -0.84 -0.78 -3.88 0.49
H 0.31 0.32 -3.84 0.47
H 1.61 0.36 -1.73 0.47
H -0.71 -1.26 1.61 0.39

14
Properties=species:S:1:pos:R:3:nbo_charge:R:1 method="wB97M-V/def2-TZVPD" lumo_energy_ev=-0.49 largest_force_ev_per_a=4.0 gap_ev=7.97 total_energy_ev=-14876.2939
C -0.02 -1.40 -1.04 -0.71
C 0.27 -0.42 1.23 -0.73
C -0.01 -0.21 -0.14 0.59
N 0.41 2.06 0.02 -0.55
O 0.48 0.86 -0.78 -0.36
I -2.68 0.64 -0.13 -0.50
H 0.40 -1.01 -1.96 0.24
H -1.04 -1.89 -1.23 0.28
H 0.65 -2.09 -0.55 0.22
H -0.11 0.23 1.91 0.25
H 0.15 -1.39 1.59 0.24
H 1.42 -0.25 1.27 0.25
H 0.62 2.85 -0.65 0.38
H -0.52 2.02 0.47 0.38

13
Properties=species:S:1:pos:R:3:nbo_charge:R:1 method="wB97M-V/def2-TZVPD" lumo_energy_ev="0.17 / -0.98" largest_force_ev_per_a=2.8 gap_ev="8.25 / 7.23" total_energy_ev=-20626.8996
C -1.33 -1.07 -0.82 -0.60
C -0.01 -0.59 -0.42 -0.48
C -0.47 0.74 0.17 -0.25
P 1.95 0.87 2.04 0.09
I 3.45 0.35 0.26 -0.10
H -1.42 -2.01 -1.22 0.21
H -2.11 -0.92 -0.05 0.21
H -1.69 -0.40 -1.57 0.20
H 0.39 -1.24 0.35 0.21
H 0.76 -0.40 -1.16 0.22
H -0.44 1.57 -0.50 0.16
H -1.38 0.86 0.70 0.17
H 2.30 2.26 2.22 -0.04

14
Properties=species:S:1:pos:R:3:mulliken_spin:R:1 method="wB97M-V/def2-TZVPD" lumo_energy_ev="0.64 / -0.99" largest_force_ev_per_a=4.6 gap_ev="7.14 / 7.52" multiplicity=6 total_energy_ev=-10163.5201
C 1.62 0.56 0.97 0.43
C 1.04 -0.84 0.94 -0.04
O -0.22 -0.85 1.64 0.04
C -0.65 -2.13 2.06 0.00
Ir -0.17 0.94 2.71 4.01
H 2.28 0.68 2.59 0.03
H 1.79 0.78 -0.09 0.02
H 1.71 -1.58 1.41 0.01
H 0.83 -1.20 -0.08 0.01
H -1.60 -1.99 2.59 0.00
H -0.76 -2.78 1.17 0.00
H 0.07 -2.60 2.75 0.00
O 1.45 0.94 3.60 0.44
H 1.93 1.59 1.16 0.03

12
Properties=species:S:1:pos:R:3:nbo_charge:R:1 method="wB97M-V/def2-TZVPD" lumo_energy_ev=-3.32 largest_force_ev_per_a=3.0 gap_ev=14.24 smiles=C[NH+]1CC1 total_charge=+1 total_energy_ev=-4722.0944
C 1.10 0.78 0.16 -0.21
C 0.96 -0.77 0.09 -0.23
C -1.48 -0.04 0.07 -0.40
N -0.06 0.15 -0.53 -0.38
H 0.86 1.35 1.02 0.25
H 1.73 1.45 -0.46 0.27
H 1.64 -1.42 -0.47 0.27
H 0.63 -1.25 1.05 0.25
H -1.25 0.19 1.07 0.22
H -2.26 0.66 -0.43 0.26
H -1.65 -1.14 -0.01 0.24
H -0.23 0.04 -1.56 0.46

13
Properties=species:S:1:pos:R:3:nbo_charge:R:1 method="wB97M-V/def2-TZVPD" lumo_energy_ev=1.18 largest_force_ev_per_a=3.8 gap_ev=10.50 smiles=NC[C@@H]1CN1 total_energy_ev=-6218.7756
C -0.38 -0.51 0.86 -0.22
C 0.22 -0.01 -0.43 -0.11
C 0.22 1.42 -0.78 -0.26
H 0.50 -1.70 2.37 0.36
H 1.15 -1.85 0.80 0.34
H -1.26 -1.28 0.67 0.18
H -0.70 0.42 1.42 0.20
H 0.86 -0.66 -0.92 0.19
H 0.03 2.22 -0.01 0.21
H 0.82 1.68 -1.66 0.20
H -0.72 0.18 -2.21 0.34
N 0.76 -1.18 1.55 -0.84
N -0.92 0.54 -1.32 -0.60

13
Properties=species:S:1:pos:R:3:nbo_charge:R:1 method="wB97M-V/def2-TZVPD" lumo_energy_ev=1.07 largest_force_ev_per_a=1.2 gap_ev=10.77 smiles="C=NC.C=N" total_energy_ev=-6219.0176
C 0.37 0.60 2.08 -0.05
N 0.88 1.59 1.50 -0.59
H 0.85 0.15 2.95 0.16
H -0.53 0.13 1.68 0.13
H 0.38 1.87 0.67 0.35
C -1.41 -1.04 -0.83 -0.44
C 0.72 -0.71 -1.59 -0.05
N -0.30 -0.14 -1.12 -0.40
H -1.67 -0.95 0.22 0.20
H -1.23 -2.10 -1.03 0.18
H -2.26 -0.69 -1.41 0.21
H 1.66 -0.22 -1.86 0.17
H 0.80 -1.78 -1.84 0.13

13
Properties=species:S:1:pos:R:3:nbo_charge:R:1 method="wB97M-V/def2-TZVPD" lumo_energy_ev=1.01 largest_force_ev_per_a=4.5 gap_ev=10.44 smiles="C=NC.C=N" total_energy_ev=-6218.5636
C -0.11 -2.69 0.72 -0.07
N -0.86 -2.16 -0.22 -0.61
H -0.49 -3.49 1.29 0.16
H 0.90 -2.31 0.80 0.15
H -0.50 -1.19 -0.41 0.36
C 0.83 1.52 0.83 -0.45
C -0.29 1.97 -1.17 -0.05
N 0.19 1.12 -0.38 -0.42
H 1.70 0.83 1.09 0.21
H 0.09 1.47 1.66 0.22
H 1.21 2.55 0.74 0.17
H -0.77 1.54 -2.14 0.18
H -0.10 3.03 -1.16 0.15

13
Properties=species:S:1:pos:R:3:nbo_charge:R:1 method="wB97M-V/def2-TZVPD" lumo_energy_ev=1.23 largest_force_ev_per_a=1.5 gap_ev=11.41 smiles="[H]/N=C/N.C=C" total_energy_ev=-6219.0429
C 1.42 4.84 -2.73 -0.38
C 1.72 4.23 -1.59 -0.38
H 0.80 5.72 -2.66 0.19
H 1.79 4.56 -3.70 0.20
H 1.40 4.63 -0.65 0.19
H 2.36 3.36 -1.59 0.19
N -1.15 -4.82 2.52 -0.88
C -1.76 -3.79 1.72 0.28
N -1.12 -2.82 1.24 -0.64
H -0.51 -4.41 3.21 0.37
H -0.45 -5.27 1.93 0.37
H -2.85 -3.87 1.78 0.14
H -1.66 -2.36 0.51 0.35

13
Properties=species:S:1:pos:R:3:nbo_charge:R:1 method="wB97M-V/def2-TZVPD" lumo_energy_ev=0.97 largest_force_ev_per_a=2.8 gap_ev=10.48 smiles="[H]/N=C(/N)CC" total_energy_ev=-6220.7219
C 1.52 0.08 -0.30 -0.62
C 0.40 -0.54 0.53 -0.49
C -0.97 -0.10 0.11 0.45
H 1.74 1.18 -0.08 0.21
H 1.33 -0.10 -1.40 0.21
H 2.47 -0.49 -0.16 0.22
H 0.54 -0.27 1.62 0.23
H 0.45 -1.63 0.49 0.22
H -0.41 1.87 -0.17 0.37
H -2.02 1.43 -0.39 0.39
H -1.84 -1.87 -0.22 0.34
N -1.23 1.28 0.23 -0.82
N -1.97 -0.83 -0.26 -0.72

13
Properties=species:S:1:pos:R:3:nbo_charge:R:1 method="wB97M-V/def2-TZVPD" lumo_energy_ev=1.02 largest_force_ev_per_a=2.6 gap_ev=9.98 total_energy_ev=-6220.1913
C -2.14 0.57 -0.19 -0.62
C -1.17 -0.61 0.08 -0.21
C 1.29 -0.19 -0.30 0.30
H -1.66 1.29 -0.87 0.22
H -2.52 1.08 0.82 0.20
H -3.08 0.22 -0.73 0.22
H -1.64 -1.29 0.77 0.19
H -1.07 -1.08 -0.94 0.20
H 0.21 0.31 1.37 0.38
H 1.17 -0.78 -1.28 0.15
H 2.58 0.83 0.79 0.32
N 0.18 -0.23 0.49 -0.63
N 2.42 0.34 -0.14 -0.72

Copy entry 7 word for word.
13
Properties=species:S:1:pos:R:3:nbo_charge:R:1 method="wB97M-V/def2-TZVPD" lumo_energy_ev=1.18 largest_force_ev_per_a=3.8 gap_ev=10.50 smiles=NC[C@@H]1CN1 total_energy_ev=-6218.7756
C -0.38 -0.51 0.86 -0.22
C 0.22 -0.01 -0.43 -0.11
C 0.22 1.42 -0.78 -0.26
H 0.50 -1.70 2.37 0.36
H 1.15 -1.85 0.80 0.34
H -1.26 -1.28 0.67 0.18
H -0.70 0.42 1.42 0.20
H 0.86 -0.66 -0.92 0.19
H 0.03 2.22 -0.01 0.21
H 0.82 1.68 -1.66 0.20
H -0.72 0.18 -2.21 0.34
N 0.76 -1.18 1.55 -0.84
N -0.92 0.54 -1.32 -0.60